Entry from OMol25: a molecular structure, C17H20MoN5O6S3Te (the ωB97M-V functional and the def2-TZVPD basis).

```
53
Properties=species:S:1:pos:R:3:forces:R:3
Te 1.191585 -0.709744 -2.097915 0.1 -0.1 -0.2
Mo 0.630771 0.049031 0.204968 0.2 0.0 -0.1
S 2.031065 1.870756 0.412699 -0.1 0.0 0.1
S 2.196807 -0.916954 1.595009 0.1 0.0 0.1
S -0.142918 -4.015080 0.028864 -0.4 -0.2 0.0
O 1.067249 -0.003859 4.796953 0.0 0.0 0.0
O 2.032522 1.606437 6.022732 0.0 0.0 0.0
O -0.573595 -0.993290 1.701743 0.0 -0.1 0.1
O -2.345206 -1.888350 2.718931 0.1 0.0 0.0
O -0.864699 1.325125 0.349867 -0.3 0.2 0.2
O -2.254057 3.020463 0.597854 0.0 0.0 0.0
N 1.292885 1.234825 5.050374 0.0 0.1 0.0
N -1.758592 -1.020781 -0.609188 0.0 -0.1 -0.1
N 2.200060 -4.820159 -0.829553 0.0 0.0 0.0
N 2.042390 -4.439325 1.480062 -0.1 -0.2 0.0
N -2.446196 -1.431133 0.523826 0.1 -0.1 0.0
C -0.596496 2.756651 2.284017 0.0 0.0 0.0
C -1.722397 -1.426468 1.660096 -0.1 0.2 0.0
C 4.139528 -0.081475 3.337468 0.0 0.0 0.0
C 0.837215 3.566997 4.540052 0.0 0.0 0.0
C 3.207427 1.542234 1.644584 0.0 0.0 0.0
C 4.024409 2.712196 2.122096 0.0 0.0 0.0
C -1.584066 -1.792802 3.961983 0.0 0.0 0.0
C 3.277583 0.308391 2.173583 0.0 0.0 -0.1
C 4.115761 -5.130112 0.462452 0.0 0.0 0.0
C 0.210170 4.497439 3.732173 0.0 0.0 0.0
C 3.301208 -4.749804 1.560976 0.1 0.0 0.0
C 0.713805 2.197950 4.239279 0.0 0.0 0.0
C -1.312243 2.383452 1.018628 0.2 0.0 0.0
C 3.506119 -5.145662 -0.745929 0.0 0.0 0.0
C -0.525035 4.113733 2.613468 0.0 0.0 0.0
C 0.001344 1.808344 3.093028 0.0 0.0 0.0
C 1.426400 -4.458517 0.257995 0.2 0.3 0.1
H 5.092842 2.485912 2.114136 0.0 0.0 0.0
H -0.040626 0.753038 2.884616 0.0 0.0 0.0
H -2.092767 -2.458745 4.650563 0.0 0.0 0.0
H 3.855950 3.583546 1.490273 0.0 0.0 0.0
H 1.729669 -4.777067 -1.722127 0.0 0.0 0.0
H -0.552311 -2.089211 3.799960 0.0 0.0 0.0
H 0.299981 5.550469 3.975156 0.0 0.0 0.0
H 3.998403 -5.395793 -1.674911 0.0 0.0 0.0
H -3.327906 -1.917944 0.487772 0.0 0.0 0.0
H 4.943010 0.637822 3.494475 0.0 0.0 0.0
H -1.596334 -0.766886 4.319658 0.0 0.0 0.0
H 3.738392 2.979867 3.142441 0.0 0.0 0.0
H -1.556222 -1.770360 -1.258782 -0.1 0.0 0.0
H 3.738981 -4.698260 2.554072 0.0 0.0 0.0
H 1.411560 3.851472 5.409279 0.0 0.0 0.0
H -2.168530 -0.201667 -1.040377 0.0 0.0 0.1
H 5.157488 -5.380208 0.579992 0.0 0.0 0.0
H 3.523215 -0.122707 4.240770 0.0 0.0 0.0
H -1.013098 4.840038 1.978759 0.0 0.0 0.0
H 4.582378 -1.067702 3.181398 0.0 0.0 0.0
```
Forces are in eV/Å.

Calculated values
2S+1: 3
E_tot: -79343.5972 eV
HOMO-LUMO gap (spin up / spin down): 0.1395 / 0.2243 Eh
Total charge: -1
ΔE to the lowest compared entry with this formula, charge and spin: 123.8 kJ/mol
<S²>: 2.09
HOMO (spin up / spin down): -2.14 / -4.38 eV

Löwdin atomic charge list, values in e, 6 entries: Te 0.077; Mo 0.671; S 0.648; S 0.640; S 0.625; O -0.125

***

Entry from OMol25: C17H20N2O3S in the gas phase in a non-equilibrium geometry (the ωB97M-V functional and the def2-TZVPD basis).

```
43
Properties=species:S:1:pos:R:3:forces:R:3
S 1.475199 2.969697 0.317466 0.4 0.3 1.3
O 2.458611 -1.744728 0.289035 0.6 -1.2 0.6
O 3.105743 1.139051 3.188376 -0.6 -0.1 -0.6
O 4.129884 -1.010136 1.633914 0.7 -0.8 0.7
N -0.408284 1.128505 0.051955 0.8 -0.3 0.8
N 2.101997 0.060428 1.408011 -0.2 2.4 1.7
C -3.189606 0.452911 -2.179636 -1.3 -0.4 -0.3
C -3.110445 -1.271624 -0.481598 1.2 0.9 0.9
C 0.126551 2.197188 -0.487910 -0.2 -1.7 2.3
C 2.285726 1.130332 2.287545 1.0 -0.2 0.7
C -3.717510 -0.684135 -1.583476 -1.1 0.4 -1.4
C -1.435212 2.180582 -2.305546 1.8 0.4 2.4
C 4.950559 -2.233716 1.490202 -1.1 -0.6 0.6
C -2.055181 1.076933 -1.648597 -0.4 -0.1 -1.3
C 1.387830 2.345609 2.077459 -0.5 -0.1 -0.3
C -1.935688 2.709286 -3.580053 -1.3 -0.2 -0.3
C -1.331095 -1.239820 1.329727 -0.3 -0.3 -1.5
C -0.321448 2.744545 -1.639067 -1.9 0.9 -3.9
C -1.994533 -0.645549 0.078642 -0.6 -1.8 0.9
C 2.905332 -1.015304 1.157915 -0.6 -0.3 -2.8
C -5.015353 -1.267727 -2.133725 0.6 0.1 -0.3
C 5.000242 -2.987814 2.835772 -0.2 0.6 -0.7
C -1.479976 0.515298 -0.508411 0.7 1.0 0.1
H -4.885930 -1.657884 -3.159147 -0.1 0.3 0.4
H -1.468782 -0.571218 2.158028 0.0 0.2 0.6
H 0.351416 2.093525 2.393236 0.5 0.1 -0.7
H -5.349297 -2.092664 -1.529646 -0.1 -0.4 0.3
H 5.545440 -3.916485 2.693001 0.1 -0.1 0.0
H 0.204857 3.594126 -2.104413 -0.3 -0.4 0.3
H -5.807293 -0.519915 -2.118315 0.0 0.0 -0.2
H -1.282019 3.469531 -3.942365 0.4 0.6 -0.3
H -3.748836 0.900595 -3.031416 0.6 -0.4 0.6
H -2.969336 3.133945 -3.448400 0.9 -0.4 -0.3
H -1.967561 1.894835 -4.317327 -0.2 0.3 0.1
H -0.265992 -1.363391 1.133109 0.0 0.0 0.2
H 3.985909 -3.241110 3.177347 0.3 0.2 -0.1
H 5.514067 -2.383974 3.570484 0.0 0.1 0.3
H 1.339689 0.206343 0.749389 0.0 -0.4 0.0
H 4.549563 -2.928588 0.751970 -0.4 0.5 -0.2
H 1.723198 3.140416 2.773352 0.1 -0.4 -0.7
H 5.912783 -1.922605 1.124461 0.4 0.4 0.2
H -1.762092 -2.236182 1.532144 0.1 0.5 0.1
H -3.553128 -2.149110 -0.003497 0.2 0.2 -0.2
```
Forces are in eV/Å.

Calculated values
E_tot: -37912.6367 eV
HOMO-LUMO gap: 0.2989 Eh
ΔE to the lowest compared entry with this formula, charge and spin: 31.3 kJ/mol
SMILES: CCOC(=O)NC(=O)CSc1cc(C)c2cc(C)cc(C)c2n1
HOMO: -8.27 eV

Löwdin atomic charge list, values in e, 6 entries: S 0.986; O 0.084; O 0.081; O 0.041; N 0.094; N 0.170

***

Entry from OMol25: C17H20N2O4S in the gas phase in a non-equilibrium geometry (the ωB97M-V functional and the def2-TZVPD basis).

```
44
Properties=species:S:1:pos:R:3:forces:R:3
S -4.771132 -0.886000 0.111397 -1.0 0.1 -0.2
O -4.425990 -1.825483 -0.915996 -0.1 0.1 -0.2
O -4.149024 -0.996188 1.396678 0.0 0.3 0.1
O 2.338580 0.534143 -1.878762 -0.1 -0.2 -0.1
O 3.505125 -0.120548 1.623122 -0.1 -0.3 0.1
N 2.756116 1.839086 -0.078516 0.2 0.3 0.2
N -4.570324 0.669527 -0.481389 -0.1 -0.8 0.2
C -2.250598 1.468163 -0.061164 0.1 0.1 -0.1
C -1.700962 0.296834 -0.566935 0.0 0.1 0.0
C -0.351277 0.230536 -0.859053 0.1 0.1 0.0
C -0.072122 2.497620 -0.121420 0.1 -0.1 0.0
C 1.902298 -1.706025 0.998604 0.1 0.2 0.1
C 3.168748 -1.162922 0.793766 -0.1 -0.1 0.1
C 4.166425 1.538535 -0.050952 0.1 -0.2 0.0
C 4.525163 0.769661 1.237188 0.1 0.3 -0.2
C 1.927358 1.177339 -0.934522 0.0 0.2 -0.1
C 0.476855 1.322930 -0.625366 -0.3 -0.1 -0.1
C -6.561124 -0.917887 0.335085 0.9 -0.1 -0.1
C 1.465475 -2.763016 0.226371 0.0 0.0 0.0
C -1.425720 2.568215 0.147219 -0.1 -0.1 0.0
C 3.545002 -2.759235 -0.953913 0.0 0.0 0.0
C 3.994755 -1.700714 -0.183602 0.1 0.2 0.2
C 2.284323 -3.291141 -0.758569 0.0 -0.1 -0.1
C -3.718053 1.560320 0.273916 0.1 0.3 0.4
H -6.835245 -1.888673 0.727066 0.0 -0.2 0.1
H 2.361116 2.204826 0.774678 -0.1 -0.1 -0.1
H -2.325706 -0.569144 -0.727458 0.1 -0.1 -0.1
H -1.849707 3.486903 0.527341 0.0 0.1 0.0
H 0.084074 -0.671484 -1.260705 0.0 -0.1 0.0
H -3.860057 1.284182 1.323164 0.0 0.3 0.0
H -4.074399 2.586475 0.131382 0.1 -0.1 0.1
H 4.757566 2.458055 -0.102586 0.1 -0.1 0.0
H 4.984274 -1.306562 -0.356660 0.1 0.1 0.0
H 0.476652 -3.166216 0.387579 -0.1 0.0 0.0
H -4.347017 0.640997 -1.464938 0.0 -0.1 -0.2
H 5.491656 0.263987 1.121112 -0.1 0.1 0.0
H -6.816630 -0.134590 1.034808 -0.1 0.2 0.1
H 4.360755 0.934045 -0.940471 0.0 0.2 0.1
H 0.548543 3.369047 0.031271 0.1 0.1 0.0
H 4.598903 1.464766 2.079259 0.1 -0.1 -0.1
H 1.273054 -1.276371 1.762926 -0.1 0.1 0.1
H 4.190932 -3.164369 -1.718673 0.0 0.0 -0.1
H 1.938959 -4.109325 -1.372043 0.0 -0.1 0.0
H -7.017640 -0.750299 -0.630223 -0.1 0.1 -0.2
```
Forces are in eV/Å.

Calculated values
E_tot: -39959.0103 eV
HOMO-LUMO gap: 0.3309 Eh
ΔE to the lowest compared entry with this formula, charge and spin: 218.2 kJ/mol
SMILES: CS(=O)(=O)NCc1ccc(C(=O)NCCOc2ccccc2)cc1
HOMO: -8.44 eV

Löwdin atomic charge list, values in e, 6 entries: S 0.574; O -0.307; O -0.292; O 0.082; O -0.057; N 0.075

***

Entry from OMol25: C17H20N2OS in the gas phase in a non-equilibrium geometry (the ωB97M-V functional and the def2-TZVPD basis).

```
41
Properties=species:S:1:pos:R:3:forces:R:3
S 3.340036 -1.262009 3.643139 -0.4 0.5 -0.1
O -2.817697 0.613604 -1.741586 0.0 0.3 0.2
N 0.813876 0.476881 0.438375 1.1 0.4 0.3
N 2.074019 0.742196 2.462786 -0.4 1.1 -1.3
C 1.444904 1.269906 1.442862 -0.6 -1.8 -0.3
C 1.955676 3.418675 0.210949 -0.5 0.9 0.2
C 1.111594 -3.837212 0.580780 0.6 -0.5 0.1
C 1.016643 -0.933501 0.448015 0.6 -0.2 1.1
C 1.683813 -1.520366 1.531035 -0.9 1.3 -1.6
C 0.552858 -1.788736 -0.751446 1.4 0.0 0.6
C 1.895459 -3.030778 1.596845 -0.1 0.7 0.4
C 2.284926 -0.603094 2.524760 0.4 -2.0 0.1
C 1.408913 2.762079 1.329657 0.2 0.6 -0.6
C 0.907315 3.536935 2.368580 -0.1 0.4 0.3
C -1.573180 0.886540 0.293270 -0.3 1.2 -0.9
C -0.247905 1.062919 -0.446548 0.1 -1.6 0.2
C 1.945984 4.834186 0.123568 0.3 -1.4 -0.3
C 1.261112 -3.173059 -0.768745 -1.8 0.6 0.6
C 0.865734 4.939001 2.296018 0.2 -1.7 -0.3
C 1.381641 5.533547 1.166623 0.1 1.3 0.1
C -2.783137 1.350197 -0.524172 0.2 1.2 0.5
H 1.394776 6.614527 1.113859 -0.1 0.1 0.0
H -1.753196 -0.140524 0.538857 0.2 -0.7 0.3
H 1.586225 -4.847360 0.512297 -0.6 0.6 0.3
H 2.963577 -3.231510 1.534703 0.2 0.0 -0.1
H -1.467521 1.475571 1.196553 -0.4 0.0 0.4
H 0.047753 -3.935039 0.913767 0.7 0.0 -0.5
H 2.382252 5.387074 -0.731902 -0.3 -0.6 0.6
H 2.341582 2.828895 -0.595041 0.3 -0.2 -0.3
H -2.754436 2.471765 -0.696044 0.2 -1.1 -0.1
H 2.285947 -3.107967 -1.064046 0.8 0.2 -0.1
H -0.502199 -1.939855 -0.705214 -0.9 -0.1 0.1
H 1.624819 -3.383469 2.582002 0.0 0.2 0.5
H -3.696364 1.187610 0.061128 0.1 -0.2 0.0
H -0.023774 2.094797 -0.678877 0.0 0.1 0.1
H 0.749196 -3.771162 -1.493749 -0.2 -0.3 -0.7
H 0.584886 3.031351 3.264083 -0.2 -0.1 0.1
H -0.304828 0.487085 -1.384731 0.3 0.4 0.4
H -3.492534 1.025105 -2.288890 0.0 -0.2 -0.2
H 0.748844 -1.335773 -1.718392 0.1 0.5 0.0
H 0.458670 5.507224 3.111129 -0.1 0.2 0.1
```
Forces are in eV/Å.

Calculated values
E_tot: -33816.0491 eV
HOMO-LUMO gap: 0.2825 Eh
ΔE to the lowest compared entry with this formula, charge and spin: 190.4 kJ/mol
SMILES: OCCCn1c(-c2ccccc2)nc(=S)c2c1CCCC2
HOMO: -7.46 eV

Löwdin atomic charge list, values in e, 6 entries: S 0.623; O -0.066; N 0.037; N 0.109; C -0.196; C -0.028

***

Q: Which formula does entry 4 have?
A: C17H20N2OS

***

Q: Look up the ΔE to the lowest compared entry with this formula, charge and spin of the first one.
A: 123.8 kJ/mol

***

Repeat the second record exactly.
Entry from OMol25: C17H20N2O3S in the gas phase in a non-equilibrium geometry (the ωB97M-V functional and the def2-TZVPD basis).

```
43
Properties=species:S:1:pos:R:3:forces:R:3
S 1.475199 2.969697 0.317466 0.4 0.3 1.3
O 2.458611 -1.744728 0.289035 0.6 -1.2 0.6
O 3.105743 1.139051 3.188376 -0.6 -0.1 -0.6
O 4.129884 -1.010136 1.633914 0.7 -0.8 0.7
N -0.408284 1.128505 0.051955 0.8 -0.3 0.8
N 2.101997 0.060428 1.408011 -0.2 2.4 1.7
C -3.189606 0.452911 -2.179636 -1.3 -0.4 -0.3
C -3.110445 -1.271624 -0.481598 1.2 0.9 0.9
C 0.126551 2.197188 -0.487910 -0.2 -1.7 2.3
C 2.285726 1.130332 2.287545 1.0 -0.2 0.7
C -3.717510 -0.684135 -1.583476 -1.1 0.4 -1.4
C -1.435212 2.180582 -2.305546 1.8 0.4 2.4
C 4.950559 -2.233716 1.490202 -1.1 -0.6 0.6
C -2.055181 1.076933 -1.648597 -0.4 -0.1 -1.3
C 1.387830 2.345609 2.077459 -0.5 -0.1 -0.3
C -1.935688 2.709286 -3.580053 -1.3 -0.2 -0.3
C -1.331095 -1.239820 1.329727 -0.3 -0.3 -1.5
C -0.321448 2.744545 -1.639067 -1.9 0.9 -3.9
C -1.994533 -0.645549 0.078642 -0.6 -1.8 0.9
C 2.905332 -1.015304 1.157915 -0.6 -0.3 -2.8
C -5.015353 -1.267727 -2.133725 0.6 0.1 -0.3
C 5.000242 -2.987814 2.835772 -0.2 0.6 -0.7
C -1.479976 0.515298 -0.508411 0.7 1.0 0.1
H -4.885930 -1.657884 -3.159147 -0.1 0.3 0.4
H -1.468782 -0.571218 2.158028 0.0 0.2 0.6
H 0.351416 2.093525 2.393236 0.5 0.1 -0.7
H -5.349297 -2.092664 -1.529646 -0.1 -0.4 0.3
H 5.545440 -3.916485 2.693001 0.1 -0.1 0.0
H 0.204857 3.594126 -2.104413 -0.3 -0.4 0.3
H -5.807293 -0.519915 -2.118315 0.0 0.0 -0.2
H -1.282019 3.469531 -3.942365 0.4 0.6 -0.3
H -3.748836 0.900595 -3.031416 0.6 -0.4 0.6
H -2.969336 3.133945 -3.448400 0.9 -0.4 -0.3
H -1.967561 1.894835 -4.317327 -0.2 0.3 0.1
H -0.265992 -1.363391 1.133109 0.0 0.0 0.2
H 3.985909 -3.241110 3.177347 0.3 0.2 -0.1
H 5.514067 -2.383974 3.570484 0.0 0.1 0.3
H 1.339689 0.206343 0.749389 0.0 -0.4 0.0
H 4.549563 -2.928588 0.751970 -0.4 0.5 -0.2
H 1.723198 3.140416 2.773352 0.1 -0.4 -0.7
H 5.912783 -1.922605 1.124461 0.4 0.4 0.2
H -1.762092 -2.236182 1.532144 0.1 0.5 0.1
H -3.553128 -2.149110 -0.003497 0.2 0.2 -0.2
```
Forces are in eV/Å.

Calculated values
E_tot: -37912.6367 eV
HOMO-LUMO gap: 0.2989 Eh
ΔE to the lowest compared entry with this formula, charge and spin: 31.3 kJ/mol
SMILES: CCOC(=O)NC(=O)CSc1cc(C)c2cc(C)cc(C)c2n1
HOMO: -8.27 eV

Löwdin atomic charge list, values in e, 6 entries: S 0.986; O 0.084; O 0.081; O 0.041; N 0.094; N 0.170